This record from the OMol25 dataset describes a gas-phase ion, C17H27N2O2 (charge +1). The level of theory is ωB97M-V/def2-TZVPD.

ORCA input file:
```
! wB97M-V def2-TZVPD RIJCOSX def2/J DEFGRID3
* xyz 1 1
C 2.31947 3.35297 2.94497
H 1.36614 3.01291 3.35987
H 3.11153 3.17239 3.66880
H 2.26563 4.42296 2.72671
O 2.67868 2.61101 1.79834
C 1.89876 2.67507 0.70270
C 0.69668 3.37563 0.60606
C -0.01176 3.37063 -0.58198
C 0.44756 2.66851 -1.68179
C 1.64319 1.96295 -1.59371
C 2.35991 1.96669 -0.41007
H 3.29480 1.43696 -0.31513
C 2.14665 1.14774 -2.75501
N 1.91251 -0.29708 -2.48796
H 2.33722 -0.87282 -3.21403
C 0.51822 -0.66411 -2.20061
H 0.17926 -1.49109 -2.82417
H -0.13119 0.19986 -2.34243
C 0.55270 -1.07837 -0.70330
O 1.68831 -1.07757 -0.21030
N -0.55102 -1.37647 -0.05203
C -1.85845 -1.44580 -0.70300
C -2.18426 -2.87067 -1.15980
H -2.50330 -3.49444 -0.33284
H -2.99224 -2.83859 -1.88551
H -1.31979 -3.33729 -1.62615
C -2.95045 -0.86050 0.19937
C -2.89780 -1.42472 1.61205
C -1.52643 -1.13045 2.20338
H -1.45178 -1.52399 3.21646
C -0.40182 -1.73990 1.36813
C -0.27087 -3.25038 1.55237
H 0.05146 -3.45367 2.56957
H 0.48015 -3.64892 0.87494
H -1.20767 -3.76982 1.38406
H 0.54658 -1.28904 1.67995
H -1.38745 -0.04798 2.25234
H -3.09347 -2.49615 1.60889
H -3.66980 -0.95418 2.22040
H -3.91766 -1.06206 -0.26057
H -2.82120 0.22310 0.24961
H -1.80951 -0.81595 -1.59582
H 2.33160 -0.56515 -1.48483
H 3.22083 1.29201 -2.88504
H 1.63696 1.43057 -3.67908
H -0.10713 2.69409 -2.60831
H -0.93435 3.92598 -0.64960
H 0.31460 3.93511 1.44409
*
```

The orbital gap is 8.950 eV. The value obtained for the energy above the lowest of the compared OMol25 structures with the same formula, charge and spin is 0.0 kJ/mol. Its SMILES is COc1cccc(C[NH2+]CC(=O)N2[C@H](C)CCC[C@@H]2C)c1. The max |F| is 0.015 hartree/bohr. The LUMO energy comes out at -0.0956 Eh. The calculation puts the HOMO energy at -0.424 Eh.



This record from the OMol25 dataset describes a molecular structure, C9H18MnNO4S5Sb in a non-equilibrium geometry. The level of theory is ωB97M-V/def2-TZVPD.

ORCA input file:
```
! wB97M-V def2-TZVPD RIJCOSX def2/J DEFGRID3
* xyz -2 2
Mn 0.05433 -0.15185 -0.22286
N -0.13454 0.18824 2.01366
C 1.10930 -0.09098 2.72931
C 2.29736 0.25373 1.80326
O 3.36984 0.59956 2.30288
O 2.01750 0.16122 0.56700
H -0.36577 1.17582 2.03608
H -0.91983 -0.31006 2.40963
H 1.15649 -1.16354 2.92636
H 1.22391 0.44988 3.67253
S -2.98114 -1.04297 -3.62665
Sb -1.73009 0.39678 -2.34847
S 0.57202 -0.39808 -2.50151
S -2.40824 0.15496 -0.07135
S -1.84223 2.57365 -3.09036
O 0.11053 1.77690 -0.39491
S 1.38650 2.53020 -0.11403
C 0.96001 4.20031 -0.76973
C 1.39396 4.22269 -2.22340
C 2.74920 3.52768 -2.26436
C 2.58162 2.24416 -1.46598
H 1.48424 4.94070 -0.15872
H -0.12017 4.30298 -0.66616
H 1.43179 5.23924 -2.62744
H 0.66031 3.65378 -2.80306
H 3.52026 4.17063 -1.82158
H 3.05306 3.30348 -3.28969
H 3.48956 1.86827 -0.99856
H 2.11955 1.45187 -2.05919
C -0.53669 -3.74482 1.66264
O -0.38472 -2.40480 1.24068
C -0.16509 -1.98058 -0.04534
C -0.26731 -3.01952 -1.12794
H -1.39184 -3.78050 2.34036
H 0.36456 -4.04873 2.20502
H -0.70900 -4.45071 0.85538
H -0.48905 -4.03675 -0.79726
H 0.66284 -3.02796 -1.69313
H -1.04905 -2.72071 -1.83230
*
```

The orbital gap (alpha / beta) is 5.428 / 5.192 eV. The max |F| is 0.052 hartree/bohr. The LUMO energy (alpha / beta) comes out at 0.1662 / 0.1662 Eh. The calculation puts the HOMO energy (alpha / beta) at -0.033 / -0.025 Eh.



This record from the OMol25 dataset describes 3 unconnected molecules or ions with the total composition C4H3NO2 in a non-equilibrium geometry. The level of theory is ωB97M-V/def2-TZVPD.

ORCA input file:
```
! wB97M-V def2-TZVPD RIJCOSX def2/J DEFGRID3
* xyz 0 1
C -0.66079 1.55611 -0.63453
C -1.85035 1.55977 -1.11722
C -2.46334 -1.60700 -0.14968
C 0.22317 1.19506 0.21023
N 2.65715 0.04102 0.33325
O -2.68031 -1.71385 -1.28532
O -2.22162 -1.59584 0.97567
H 2.34385 0.94573 0.14980
H 1.85782 -0.56512 0.19991
H 2.79443 0.18412 1.31789
*
```

The orbital gap is 7.551 eV. The value obtained for the energy above the lowest of the compared OMol25 structures with the same formula, charge and spin is 681.8 kJ/mol. The max |F| is 0.040 hartree/bohr. The LUMO energy comes out at -0.0886 Eh. The calculation puts the HOMO energy at -0.366 Eh.



This record from the OMol25 dataset describes a gas-phase ion, C21H30N2O2 (charge +2) in a non-equilibrium geometry. The level of theory is ωB97M-V/def2-TZVPD.

ORCA input file:
```
! wB97M-V def2-TZVPD RIJCOSX def2/J DEFGRID3
* xyz 2 1
C -2.25822 2.10811 1.52711
C -2.99859 0.91175 2.37831
C -3.13078 -0.51213 1.55530
C -3.37425 -1.70299 2.65661
C -2.77613 -3.17293 2.21856
C -1.17155 -3.37443 2.58518
C -0.60860 -4.89220 2.22102
C -0.52990 -5.18276 0.59071
N 0.03051 -3.91353 -0.04702
C 1.45304 -3.53881 0.33836
C 2.18955 -2.15308 -0.23605
C 1.33998 -1.19120 -1.25860
C 1.94369 0.21614 -1.84585
C 0.86518 1.48856 -1.94131
C 1.42631 2.93448 -2.47427
N 2.88902 3.17586 -2.88906
C 3.21051 4.61349 -3.31113
C 3.02320 5.51829 -1.91701
O 1.77597 6.29514 -2.01458
C 0.87543 6.05363 -0.87641
O -0.46915 6.14606 -1.07512
C 3.87854 2.03209 -2.85742
C 3.48240 0.49150 -2.34096
C -0.20193 -1.70735 -1.63910
C -0.83667 -3.11405 -1.00520
H -1.45764 2.63562 2.23049
H -1.68978 1.73271 0.56641
H -3.03052 2.96880 1.23461
H -4.06831 1.32400 2.68213
H -2.41356 0.78159 3.40305
H -4.13379 -0.42365 0.91450
H -2.25572 -0.71260 0.79541
H -4.55542 -1.84222 2.75191
H -2.99855 -1.31304 3.69667
H -3.00995 -3.43192 1.09449
H -3.35180 -3.98248 2.88042
H -1.06462 -3.25790 3.76756
H -0.50437 -2.51528 2.12825
H -1.40617 -5.65137 2.67331
H 0.40686 -5.13762 2.76648
H -1.60263 -5.47604 0.18153
H 0.18518 -6.06686 0.31388
H 2.08012 -4.19236 1.09150
H 3.29068 -1.92156 0.13245
H -0.25211 1.32764 -1.62868
H 0.63531 3.81974 -2.53057
H 2.33916 4.97464 -4.03147
H 4.27845 4.74335 -3.77179
H 3.01810 4.75967 -0.99581
H 3.90624 6.29370 -1.79773
H 1.20467 5.80606 0.22875
H 4.99058 2.23884 -3.21690
H 4.27442 -0.38857 -2.30901
H -0.92813 -1.10839 -2.35236
H -1.91427 -3.51413 -1.24156
*
```

The orbital gap is 6.654 eV. The value obtained for the energy above the lowest of the compared OMol25 structures with the same formula, charge and spin is 1968.5 kJ/mol. The max |F| is 0.185 hartree/bohr. The LUMO energy comes out at -0.3058 Eh. The calculation puts the HOMO energy at -0.550 Eh.



This record from the OMol25 dataset describes a molecular structure, C37H41Cl2F5IrN3O5PTe in a non-equilibrium geometry. The level of theory is ωB97M-V/def2-TZVPD.

ORCA input file:
```
! wB97M-V def2-TZVPD RIJCOSX def2/J DEFGRID3
* xyz 0 2
Ir -0.06121 1.01499 -0.21744
O 0.53348 2.09051 1.40016
C 1.09700 3.29720 1.30240
C 1.22467 3.96718 2.53428
C 1.73171 5.24387 2.62995
C 2.11640 5.93835 1.48548
C 1.98971 5.30712 0.26561
C 1.51524 3.99871 0.13885
C 1.38383 3.49048 -1.26375
N 0.26570 2.62547 -1.35195
N -0.22182 2.56784 -2.59179
C -0.82964 1.41901 -2.85590
O -0.82967 0.43917 -2.03369
C -1.49145 1.24893 -4.16266
C -1.40324 2.24098 -5.13637
C -2.03090 2.06460 -6.35765
C -2.74873 0.90339 -6.61137
C -2.83553 -0.08696 -5.64256
C -2.20642 0.08192 -4.42024
H 0.88388 3.43849 3.41517
H 1.80415 5.71478 3.60227
H 2.49739 6.94772 1.54674
H 2.27615 5.83331 -0.63834
H 1.28432 4.31378 -1.96512
H -0.83616 3.13684 -4.92671
H -1.95905 2.83378 -7.11506
H -3.24018 0.76972 -7.56647
H -3.39370 -0.99251 -5.84079
H -2.26095 -0.68288 -3.65723
F 2.30571 1.92555 -4.34862
Te 3.30820 3.14478 -3.39687
F 2.12637 4.47505 -3.91195
F 4.53496 1.81457 -3.08634
F 4.33911 4.45628 -2.61040
F 4.28739 3.51630 -4.91119
O 2.55640 2.73719 -1.73571
C 1.70884 -1.64146 3.28432
C 1.00328 -0.46915 2.58965
C -0.48761 -0.53342 2.90674
P 1.57422 -0.29565 0.81914
C 1.54195 -2.02221 0.10726
C 2.83709 -2.82572 0.26433
C 1.10843 -2.08052 -1.36044
C 3.36749 0.06511 1.16770
C 3.65579 1.02629 2.32384
C 4.18815 0.44232 -0.05314
H 1.50566 -1.58444 4.35531
H 2.79031 -1.65126 3.15903
H 1.31197 -2.59782 2.93670
H 1.35166 0.46946 3.01992
H -0.98056 -1.39345 2.46162
H -0.99913 0.37816 2.60121
H -0.58955 -0.62062 3.99195
H 0.77874 -2.51293 0.72147
H 3.66650 -2.35475 -0.26287
H 2.68876 -3.81030 -0.18508
H 3.12584 -2.98190 1.30306
H 1.98555 -2.05526 -2.01119
H 0.45446 -1.26933 -1.65390
H 0.57924 -3.01592 -1.54566
H 3.70724 -0.92871 1.46783
H 3.16721 1.99189 2.18786
H 4.73187 1.20810 2.34883
H 3.37486 0.62743 3.29677
H 3.88504 1.40414 -0.43683
H 4.11373 -0.29476 -0.85216
H 5.23777 0.51339 0.24013
Cl -4.18054 -4.05513 -1.47956
C -2.72585 -4.31974 -0.55210
C -1.63870 -4.86339 -1.20523
C -0.46303 -5.08623 -0.50806
C -0.40805 -4.76471 0.83550
C -1.51339 -4.23581 1.48275
Cl -1.36247 -3.97138 3.19274
C -2.72085 -3.98495 0.81461
N -3.88490 -3.52815 1.41495
C -3.96464 -2.43782 2.34878
C -4.24048 -2.71621 3.68308
C -4.39227 -1.69362 4.60037
C -4.28651 -0.37308 4.18053
C -4.04174 -0.09261 2.84929
C -3.88059 -1.11568 1.91540
C -3.63726 -0.74618 0.46932
C -2.35879 0.03476 0.33835
O -2.34149 1.28344 0.28277
O -1.25618 -0.62785 0.30096
H -1.72085 -5.09956 -2.25668
H 0.39816 -5.50821 -1.00653
H 0.48803 -4.94448 1.41397
H -4.65517 -3.52310 0.76280
H -4.32329 -3.75140 3.98420
H -4.59972 -1.92387 5.63698
H -4.40651 0.43611 4.88875
H -3.96865 0.93518 2.51311
H -4.44890 -0.11789 0.10164
H -3.56332 -1.63068 -0.16084
*
```

The orbital gap (alpha / beta) is 7.018 / 6.335 eV. The value obtained for the energy above the lowest of the compared OMol25 structures with the same formula, charge and spin is 90.8 kJ/mol. The max |F| is 0.030 hartree/bohr. The LUMO energy (alpha / beta) comes out at -0.0346 / -0.0597 Eh. The calculation puts the HOMO energy (alpha / beta) at -0.293 / -0.293 Eh.



This record from the OMol25 dataset describes a molecular structure, C10H17As2HgSe4 in a non-equilibrium geometry. The level of theory is ωB97M-V/def2-TZVPD.

ORCA input file:
```
! wB97M-V def2-TZVPD RIJCOSX def2/J DEFGRID3
* xyz -2 2
Hg 3.07407 0.03851 3.60000
C 1.70020 -2.53616 -0.71381
As 1.67210 -2.02135 -2.80440
C 1.50283 -3.21184 -3.98442
C 0.02017 -0.94911 -2.40619
C -0.99479 -0.94631 -3.30523
C -2.06135 -0.28827 -2.89174
C -2.28834 0.38345 -1.80514
C -1.15953 0.35905 -0.74753
C 0.03778 -0.06660 -1.24276
As 1.67241 0.64476 -0.31406
C 1.06257 2.32216 0.60742
C -3.74729 4.13055 3.25970
H 1.66826 -1.51356 -0.30382
H 2.40456 -3.06061 -0.19839
H 0.73931 -2.97438 -0.18220
H 0.55214 -0.32181 0.88612
H 0.72046 -4.04887 -3.91061
H 2.55849 -3.06737 -4.68612
H -1.03698 -1.67001 -4.08940
H -3.01304 -0.44149 -3.61849
H -3.33172 0.68319 -1.60312
H -1.31868 0.77898 0.21874
H 0.37840 2.03482 1.48692
H 0.75823 3.06454 -0.17020
H 2.01806 2.60624 1.15711
H -2.93597 4.90010 2.59719
H -3.87927 3.48482 2.21016
H -3.06127 2.98337 3.81992
Se 1.31479 1.31666 4.77718
Se -0.65883 -0.01376 4.77667
Se -0.53883 -0.94048 2.74735
Se 1.46778 -2.06509 2.92721
H 4.70325 0.40587 3.90592
*
```

The orbital gap (alpha / beta) is 5.057 / 2.945 eV. The value obtained for the energy above the lowest of the compared OMol25 structures with the same formula, charge and spin is 786.2 kJ/mol. The max |F| is 0.166 hartree/bohr. The LUMO energy (alpha / beta) comes out at 0.1589 / 0.0813 Eh. The calculation puts the HOMO energy (alpha / beta) at -0.027 / -0.027 Eh.



- Which value of max |F| does entry 5 give?
  0.030 hartree/bohr



- Which value of max |F| does entry 3 give?
  0.040 hartree/bohr



- Among the records above, which one has the highest max |F|?
  C21H30N2O2